The following is a DFT calculation (ωB97M-V/def2-TZVPD) of a structure of composition C16H21Br2F17InO3Si in a non-equilibrium geometry.

XYZ file:
```
61
Properties=species:S:1:pos:R:3:mulliken_charge:R:1
C 7.4718 -0.3426 -1.6517 -1.04
C 6.2250 -1.3592 -1.7451 0.51
Br 5.4686 -1.9182 -3.5086 -0.18
C 5.6207 -1.8510 -0.5658 -0.38
Br 6.3681 -1.2647 1.2081 -0.25
In 3.8085 -3.2621 -0.6959 1.25
O 4.1730 -4.7671 -2.1442 -0.78
F 3.3491 -4.1112 1.1898 -0.77
Si 1.8468 -1.7376 -1.4479 0.06
C 1.1158 -2.5084 -3.0552 -1.03
C 0.5395 -1.6553 -0.0245 -0.42
C 2.4970 0.0745 -1.7192 -0.55
H 7.8783 -0.0753 -2.6715 0.29
H 7.0740 0.5837 -1.1104 0.26
H 8.2311 -0.8456 -0.9710 0.29
H 5.0200 -5.1677 -1.8687 0.21
H 1.9325 -3.1886 -3.4816 0.29
H 0.1971 -3.1425 -2.8624 0.28
H 0.9583 -1.6728 -3.8082 0.29
H -0.5074 -1.7703 -0.4709 -0.21
H 0.7495 -2.4814 0.7346 0.38
H 0.6006 -0.6431 0.5030 0.09
H 3.3928 0.3012 -1.0571 0.24
H 2.7261 0.2823 -2.8218 0.29
H 1.6625 0.7742 -1.3491 -0.11
C -0.9176 4.9726 2.1166 -0.74
C -0.3125 3.7604 2.8624 0.93
C 1.1382 3.3854 2.5279 0.07
F 1.3373 3.1120 1.2291 -0.18
F 1.4962 2.2691 3.2078 -0.27
F -1.1403 2.7014 2.7082 -0.23
F -0.3448 4.0675 4.1943 -0.34
O -1.7045 4.7300 0.9348 -0.41
C -1.0328 4.5240 -0.2893 0.73
C -1.1528 3.0828 -0.8057 0.34
F -0.7901 2.1730 0.1183 -0.16
F -0.3552 2.8899 -1.8822 -0.29
F 0.2392 4.9436 -0.1702 -0.28
F -1.6142 5.3573 -1.1806 -0.31
H -1.6361 5.4145 2.8119 0.41
H -0.1790 5.7590 1.9465 0.33
H 1.8241 4.1860 2.8176 0.25
H -2.1826 2.8579 -1.0959 0.16
C -3.1173 -1.0559 0.5766 -0.26
C -4.2297 0.0020 0.3942 0.82
C -5.2034 0.1944 1.5649 0.10
F -5.8589 -0.9256 1.9114 -0.24
F -6.1588 1.1020 1.2319 -0.28
F -4.8923 -0.2566 -0.7576 -0.30
F -3.5989 1.1988 0.2001 -0.22
O -3.3489 -2.3775 0.0505 -0.40
C -4.1140 -3.2819 0.8143 0.74
C -5.4795 -3.5951 0.1840 0.21
F -6.1809 -2.4838 -0.1138 -0.21
F -6.2424 -4.3274 1.0322 -0.27
F -4.2013 -2.8322 2.0792 -0.29
F -3.3946 -4.4221 0.8771 -0.28
H -2.2679 -0.6944 -0.0082 -0.02
H -2.7464 -1.0937 1.6030 0.39
H -4.6805 0.5710 2.4478 0.27
H -5.3559 -4.1594 -0.7441 0.22
```

Results
- F_max: 3.483 eV/Å
- Total energy: -222410.0668 eV
- Frontier orbital gap: 6.6 eV
- LUMO: 1.955 eV
- Net charge: -1